# 1
C23H48FN3O10S | the ωB97M-V functional and the def2-TZVPD basis

Geometry as XYZ:
```
86
C23H48FN3O10S (the ωB97M-V functional and the def2-TZVPD basis)
H 0.3792 -0.6069 0.0648
H -4.0399 -5.0899 -0.4151
H -6.1435 -4.2202 -2.8717
O 4.7930 -0.1490 0.5847
C 3.8379 4.7167 3.6267
H -2.1034 -2.9821 -3.7984
H 9.1213 5.4137 2.4886
H -5.7429 -2.4612 -5.3230
H -8.4194 -5.2264 -2.5286
C 4.5477 2.7109 2.2634
O -7.0606 -4.0717 -5.3038
H 9.1808 1.9013 4.8669
H 8.7901 3.9319 0.6855
C -0.3627 -0.9931 -1.9030
H -8.6655 -3.9027 -6.5256
C -3.4751 -4.5403 0.3367
H -7.2081 -4.3008 -0.9373
N -0.9456 -2.2074 0.2625
H -4.0401 -1.6816 1.5171
C -9.2659 -4.5406 -2.4378
H 0.9190 -2.1176 -0.6324
H 6.0163 1.9730 0.8567
C 5.7107 4.0281 0.2977
H -10.1825 -5.1263 -2.3648
O 4.1615 2.1916 0.0773
H 3.0549 6.4982 2.5363
H -6.3505 -1.9210 -0.9890
C -7.8854 -3.2628 -6.1171
C -3.2230 -2.3183 1.1652
C 3.2718 6.0758 3.5044
H 7.8063 2.8394 1.5856
O -0.5839 -2.0363 -2.8374
H 3.1901 4.3089 1.6548
H -8.3590 -2.4548 -5.5484
H 0.4652 -0.4052 -2.3065
H -7.8292 -2.4832 -3.4424
H -5.0408 -4.0635 -5.0547
O 7.5609 3.8495 6.0131
C 8.7088 4.4367 2.7410
H -9.3326 -3.9314 -3.3440
O -9.1741 -3.7452 -1.2720
H -1.8585 -0.6842 1.3539
H 7.2295 5.4831 0.3246
C 5.2398 2.7327 0.9064
C -7.8621 -3.4243 -0.8504
C 3.4310 3.7205 2.5307
C -1.8693 -2.6219 -2.7953
H 3.9128 4.3277 4.6391
H -4.9829 -2.8824 -2.9624
N 7.8582 4.6105 3.9154
H 2.5696 3.1954 2.9307
S 3.7746 0.8213 0.7751
H -7.9414 -3.2029 0.2170
H -2.4110 -4.7640 0.2042
H 3.4430 6.7783 4.3044
C 8.0401 3.8946 1.4756
H -2.8604 -2.9034 2.0148
F 5.4083 2.6551 3.3018
C -2.1308 -1.4351 0.6060
O 3.9016 1.3865 2.2527
H -1.8948 -3.4869 -2.1256
H -2.6379 -1.9053 -2.4929
C 6.8488 4.7474 1.0297
O 2.4369 0.5053 0.4491
C -7.2682 -2.1920 -1.5208
H -7.3199 -2.8269 -6.9464
H 4.8548 4.6956 0.2167
H 8.1245 1.9496 3.4599
N -6.9741 -2.2596 -2.9501
H -7.9719 -1.3681 -1.3784
O -3.7554 -3.1671 0.1526
C -5.8931 -3.4198 -4.8183
O 4.7512 5.6687 3.2514
H 6.4166 5.3186 1.8414
H -2.5551 -0.9084 -0.2606
H -1.2290 -3.0192 -0.2694
H 7.4815 1.5425 5.0437
H 6.9266 4.9280 3.6831
H -1.2314 -0.3238 -1.8699
H -3.7883 -4.8800 1.3285
H 6.0103 3.7919 -0.7212
C 8.1883 2.1738 4.5170
C 7.8519 3.5942 4.8826
C -5.9558 -3.2339 -3.3194
C 0.0492 -1.4677 -0.5158
H 9.5605 3.8197 3.0126
```

## Properties
LUMO energy in eV: 0.496
M in g mol⁻¹: 577.71
HOMO-LUMO gap in Eh: 0.3299
Spin multiplicity: 1
Max |F| in hartree/bohr: 0.0674
HOMO level in eV: -8.48

# 2
ArH24O12 | the ωB97M-V functional and the def2-TZVPD basis

Geometry as XYZ:
```
37
ArH24O12 (the ωB97M-V functional and the def2-TZVPD basis)
H 1.0861 0.7726 -3.8105
O 3.0644 -0.7847 -0.2184
H 1.1057 -1.8059 -3.0078
O -3.0647 1.5938 2.4893
H -2.5490 0.5728 -2.5725
H -3.3116 -1.0181 -0.3442
H 3.7021 -1.4807 -0.0595
H -2.4142 0.8925 2.4544
O 1.6854 -2.2068 -2.3602
H 1.7098 -1.0623 2.4850
H -1.8829 1.7965 -3.1648
Ar -0.0043 0.3403 -0.4036
H -0.5832 -0.9596 2.7552
H -1.9075 -1.2470 2.0803
H 3.2522 1.2644 -0.5912
O -2.7737 -2.4544 0.7686
H 3.5510 0.0429 2.6904
H -3.2701 -3.2033 1.0987
O 0.1367 4.1220 1.8252
H -3.8996 1.1551 2.3257
H 0.1506 4.6160 1.0055
H 2.8438 1.7545 -1.9641
H -0.4067 3.3572 1.6354
O 3.4143 1.9636 -1.2245
H 2.7591 -0.2109 1.4254
H -4.5050 -0.6366 -1.1940
O -2.0025 0.8572 -3.3051
H 1.4689 -2.5412 2.2685
H 2.3709 -1.2060 -0.7261
H -2.2533 -2.8101 0.0483
O 1.6638 1.5209 -3.6604
O -1.4908 -0.6589 2.7102
O 2.7236 0.2572 2.2596
H 1.0700 2.2597 -3.5272
O -3.5957 -0.3973 -1.0151
H 1.1001 -2.7056 -1.7903
O 1.0563 -1.7497 2.6143
```

## Properties
LUMO energy in eV: -0.688
M in g mol⁻¹: 256.13
HOMO-LUMO gap in Eh: 0.3562
Energy above the lowest of the compared OMol25 structures with the same formula, charge and spin in kJ/mol: 140.0
Spin multiplicity: 1
Max |F| in hartree/bohr: 0.0236
HOMO level in eV: -10.38

# 3
C32H69BrO4SSi5SnTe | the ωB97M-V functional and the def2-TZVPD basis

Geometry as XYZ:
```
114
C32H69BrO4SSi5SnTe (the ωB97M-V functional and the def2-TZVPD basis)
H -1.4423 -0.9380 4.9468
H -3.6873 1.0843 -2.0913
H -0.9363 6.5993 -3.7799
C 3.2617 2.0743 -3.4168
H 4.0252 2.6547 -2.8978
C -0.0581 -4.2955 -2.2044
H -2.1549 -1.8962 3.2514
C -0.5273 -0.3786 5.1399
H 1.2360 6.0869 1.6266
C -5.6694 -1.6778 -2.1791
O -1.3230 0.9469 -1.6701
C -2.6154 4.4116 -0.8339
C 0.7124 2.1656 -5.1318
H 0.2315 -6.4244 -2.4525
H -0.4388 1.3948 2.9708
C -3.9657 0.0408 -2.0688
H 1.2831 1.5547 4.4083
H -6.0433 0.4279 -2.3395
H -3.4971 3.8523 -3.8427
H -1.0117 -5.2093 2.2653
H -1.0335 7.0224 -2.0660
Br 1.8954 -2.0060 1.3756
C 2.4402 -2.8127 4.4818
H 4.1113 4.1523 -1.0661
C 3.7553 -2.0633 4.2237
C -0.1554 -4.5295 2.2948
H 1.2803 1.7694 -5.9777
H 1.7402 5.3499 -5.2089
C 0.8644 5.2292 1.0597
O -0.7098 -1.1592 -0.5728
H 4.5471 -2.5830 4.7695
H 3.7403 -1.0385 4.5856
H 2.9135 7.2873 -0.5988
C -0.3541 0.3253 2.7569
H 2.9186 1.2874 -2.7405
H 0.5048 -5.5086 -3.9254
C -0.5105 -3.3570 3.2167
H -0.7412 -4.5921 -1.4080
H 3.7354 1.5930 -4.2763
H -1.5080 -2.2090 1.6329
H 0.0304 -4.1899 1.2728
H 2.0662 -1.6505 6.3110
H 2.6841 -4.8704 -3.2830
H 2.9229 -4.4445 3.0948
C -1.5082 6.4479 -2.8627
H 3.5507 -4.6342 4.7267
C -4.6817 -2.6532 -2.0140
H -7.6563 -1.3764 -2.9428
O 1.0048 -3.5103 -1.5688
H -2.5043 6.8683 -3.0237
C -0.9382 -3.9216 4.5908
H -7.5877 -2.0613 -1.3233
H -1.3645 -0.0602 2.6387
H 2.6903 6.6929 -2.2460
C 2.5293 4.6696 -4.8839
H -0.1752 -4.5446 5.0522
H 1.8529 -4.9379 4.4129
H 2.3719 0.5395 3.4561
C 2.2246 6.7581 -1.2621
H 3.9666 4.5937 0.6346
H -4.9648 -3.6976 -1.9948
C -3.0112 -0.9549 -1.9098
S -1.3302 -0.5637 -1.7833
O -0.5361 -1.0119 -2.9252
C 2.6875 -4.2913 4.1507
H 4.0476 -2.0505 3.1732
H 1.3226 7.3648 -1.3546
H 0.2657 1.3189 -4.6038
H -2.0170 3.9745 -4.7842
C 0.6423 -5.4974 -2.8471
C -3.3534 -2.3050 -1.8821
Te 0.3131 1.8542 -0.6771
C 2.0959 -4.4388 -1.2654
H -1.8240 -4.5475 4.4513
H 2.1123 0.2123 5.1740
H -2.5131 -3.4134 2.4500
H -2.2633 2.5851 -3.7274
H 0.9801 4.3478 1.6948
C -1.7333 -2.6617 2.6029
H 1.2369 -3.2138 6.3023
C 3.4399 4.1344 -0.2062
Si 0.5917 3.8797 -2.1543
H 3.2084 5.2236 -4.2331
C -7.1100 -2.0693 -2.3053
H -0.5596 -3.6368 -2.9080
Si 1.8504 3.1550 -4.0228
Si 0.9288 -2.1325 3.5235
H -2.3026 5.1297 -0.0745
H -0.8258 0.6448 5.3848
C 0.4085 -0.3424 3.9101
C 2.1270 -5.3440 -2.4752
C -5.2897 -0.3373 -2.2058
Sn 1.4763 -1.3154 -1.3254
H 2.9735 -3.1298 6.5477
H 3.0019 -3.8550 -1.1006
C 2.1404 -2.6900 5.9926
H -3.6720 4.6003 -1.0425
H 0.1544 0.2239 1.7967
H 2.6034 -6.2962 -2.2529
H 3.2725 3.0840 0.0513
H -1.2139 -3.1373 5.2982
H -7.2139 -3.0724 -2.7148
H -2.5343 3.4120 -0.4029
H 3.0929 4.3738 -5.7719
H -0.0543 -0.7935 6.0288
H 0.7059 -5.1038 2.6300
Si -1.6473 4.6370 -2.4207
H -0.0958 2.7767 -5.5335
C -2.4208 3.6606 -3.8207
H 1.8392 -4.9585 -0.3409
C 1.6238 0.5273 4.2534
Si 1.8519 5.0838 -0.5271
H -2.5984 -3.0691 -1.7532
H -0.2023 5.3802 0.8937
```

## Properties
Charge: +2
LUMO energy in eV: -6.208
M in g mol⁻¹: 1016.61
HOMO-LUMO gap in Eh: 0.2496
Energy above the lowest of the compared OMol25 structures with the same formula, charge and spin in kJ/mol: 63.5
Spin multiplicity: 1
Max |F| in hartree/bohr: 0.0127
HOMO level in eV: -13.00

# 4
C5H3NO2 | the ωB97M-V functional and the def2-TZVPD basis

Geometry as XYZ:
```
11
C5H3NO2 (the ωB97M-V functional and the def2-TZVPD basis)
C -2.0315 0.0804 -0.0587
C -0.0095 -1.4766 0.0888
C 1.0725 -0.5150 -0.1098
C -1.3480 -1.1080 0.1756
C 0.7174 1.0040 0.2715
H 0.2586 -2.5488 0.2014
O 2.2068 -0.9219 -0.2514
O 1.5658 1.9005 0.0464
N -2.6333 1.0458 -0.2890
H -0.2972 1.2399 0.7614
H -2.1152 -1.7499 0.4958
```

## Properties
LUMO energy in eV: -1.966
M in g mol⁻¹: 109.08
HOMO-LUMO gap in Eh: 0.3059
Energy above the lowest of the compared OMol25 structures with the same formula, charge and spin in kJ/mol: 166.7
Spin multiplicity: 1
Max |F| in hartree/bohr: 0.0895
HOMO level in eV: -10.29
SMILES: N#C/C=C\C(=O)C=O

# 5
C19H37N2O5 | the ωB97M-V functional and the def2-TZVPD basis

Geometry as XYZ:
```
63
C19H37N2O5 (the ωB97M-V functional and the def2-TZVPD basis)
H -4.7147 0.4084 0.4475
H 3.2872 -0.4866 -0.8532
H -4.1520 2.4218 2.4376
H 2.5028 -3.5692 2.8759
H 2.2803 -5.8525 -0.4357
C -4.2077 2.5127 0.2574
H 1.8502 -4.2985 1.5055
H 5.6402 -6.5667 0.8603
H 1.3393 -3.7319 -0.6115
C 2.0367 -3.0795 -1.1368
H -2.9626 0.8170 -0.0180
H 3.8006 -5.6770 2.3253
C 5.7010 -5.6643 0.2520
C -4.0279 1.0016 -0.1563
C -1.7877 4.9155 -1.7135
H 4.8214 -1.1108 -0.2753
C 3.3197 -2.6775 -0.3848
H -6.1459 2.3649 1.2950
H 4.3318 -1.4267 -1.9374
C 3.9674 -1.3361 -0.9141
H 3.7533 -2.0522 1.7520
H -5.9899 3.8745 0.4291
C -2.9122 4.7282 -0.6187
O 4.9989 -3.7759 -1.7345
H -4.2357 0.9076 -1.2221
C -4.1020 5.7786 -0.7043
C 3.9797 -4.7581 1.7671
C -3.2472 4.2632 1.9302
C -0.3360 1.1153 -0.8518
H -2.0433 5.8468 0.9840
H -6.3419 2.4085 -0.4572
H -4.1985 4.7952 1.9458
C 2.7753 -3.8410 1.8562
H 4.8801 -4.3873 2.2569
O 0.3941 0.2288 -1.0927
N 4.4322 -3.7485 -0.4923
H 6.3612 -4.9816 0.7870
H -4.5974 5.6517 -1.6669
O -3.9129 3.0533 -2.1347
C -5.7644 2.8094 0.3758
H 3.5408 -7.0931 -0.0489
H 2.2329 -3.5157 -2.1163
H -2.1939 5.0393 -2.7173
C 4.3266 -5.0791 0.2503
C 3.0101 -2.5389 1.1205
H -4.7708 5.6039 0.1386
C -2.2923 4.7996 0.8123
H -2.7699 4.5206 2.8757
H 3.5530 -6.0951 -1.4958
O -0.8531 1.6013 -1.9564
H 2.1411 -1.8859 1.2020
H -3.6248 6.7574 -0.6565
H 6.2236 -5.7739 -0.6982
O -0.5531 1.6014 0.2092
H -1.0693 4.1023 -1.8167
H -1.2993 4.3501 0.8106
N -3.5879 3.4034 -0.7883
H -2.5578 2.1733 1.7740
H -1.2105 5.8137 -1.4937
C -3.4722 2.7542 1.6531
C 3.3442 -6.0895 -0.4260
H -0.3235 0.8582 -2.2547
H 1.4325 -2.1882 -1.3061
```

## Properties
Charge: +1
LUMO energy in eV: -6.805
M in g mol⁻¹: 373.51
HOMO-LUMO gap in Eh: 0.1140
Energy above the lowest of the compared OMol25 structures with the same formula, charge and spin in kJ/mol: 779.5
Spin multiplicity: 1
Max |F| in hartree/bohr: 0.1838
HOMO level in eV: -9.91

# 6
C28H50IrP2Si | the ωB97M-V functional and the def2-TZVPD basis

Geometry as XYZ:
```
82
C28H50IrP2Si (the ωB97M-V functional and the def2-TZVPD basis)
C 0.9624 3.7589 3.2343
H 0.9905 4.6452 3.8826
C 1.5011 -1.9201 1.4359
H -0.1289 0.5498 -5.4673
H 3.1467 2.1887 0.3808
C 1.3441 -1.3936 -3.2374
C 1.4461 -0.3167 3.4683
H 1.9394 2.9708 -0.7140
C -0.5199 -1.6856 2.5355
C -0.7440 1.1875 -1.1268
H -1.4829 -2.6468 -3.6371
P 2.1464 0.5399 -1.0192
C -1.7561 -3.6503 1.4421
H -1.8580 1.4599 -3.5353
H 1.0653 -0.5119 4.4803
C 2.1570 2.0942 -0.0903
C -1.5173 -1.3146 3.5418
H 3.3442 -2.7548 2.1790
H -1.5964 -1.6425 -5.0506
C -0.9710 0.7755 -3.5522
H -3.4754 1.8403 -1.7395
P -2.1343 0.4833 -0.2964
H -2.3825 -1.9730 3.4681
C -2.3179 -1.2446 -0.7714
C 0.8367 -1.2596 2.5221
H 4.1768 0.0146 0.0752
C -0.9095 1.6446 2.0752
C 0.0083 1.1456 -4.5687
H 1.7140 -3.7011 -0.7728
H -1.8370 -0.2771 3.4191
H -1.3899 -1.7913 -1.0950
H -2.7201 -3.2300 1.1622
H -0.0371 1.6786 -0.4493
C -1.5042 0.8286 1.2947
H 0.6737 -2.9746 -4.4427
C 0.5666 -2.7275 0.7894
C -1.9291 4.3846 2.3286
H -2.4197 -0.5446 -3.0114
C -1.0364 -1.7623 -4.1156
H 1.1376 -4.6965 0.5730
H -0.2255 2.1571 -4.9300
H -1.8776 -4.0770 2.4513
C -1.4856 2.4733 4.7592
C 0.4924 -1.9146 -4.3670
C -0.7008 -2.6066 1.4783
H 1.3267 4.0563 2.2390
H -2.3799 1.8685 4.5505
H -2.9529 3.9831 2.2711
H -0.8344 1.6933 -2.1309
H 1.1866 0.7206 3.2054
H -1.5813 4.5738 1.3010
H 2.1276 1.2038 -4.9038
C -1.3734 -0.5912 -3.2751
H 4.5553 0.4158 -1.6074
C -3.5546 1.4400 -0.7152
C 1.4296 1.1895 -4.0588
H -1.0673 -1.4312 4.5298
H 1.6591 3.0137 3.6452
C 0.8727 -3.8769 -0.0991
H -1.7582 3.3106 5.4118
H -3.6484 2.2746 -0.0049
H 0.7576 -1.3619 -5.2644
Ir 0.1298 -0.5200 -1.9694
H 2.5361 -0.4347 3.4763
H 0.0113 -4.2040 -0.6935
H 1.5587 2.1410 -3.5047
C 2.9643 -2.1378 1.3337
H 2.9198 0.1422 -3.0683
Si -0.8017 3.1203 3.1460
H 3.5042 -1.1955 1.3860
H -4.4449 0.8036 -0.6375
C 1.7988 0.0650 -3.1179
H 1.3939 2.0186 0.6972
H -3.0602 -1.3358 -1.5984
H 3.2558 -2.6566 0.4071
C 3.8607 -0.1251 -0.9574
H -1.9592 5.3406 2.8671
H 3.8926 -1.1838 -1.2209
H -2.7337 -1.8116 0.0720
H -0.7531 1.8304 5.2658
H -1.5083 -4.4542 0.7401
H 1.9782 -2.0888 -2.7044
```

## Properties
Charge: +1
LUMO energy (alpha / beta) in eV: -2.415 / -3.960
M in g mol⁻¹: 668.96
⟨S²⟩: 6.066
HOMO-LUMO gap (alpha / beta) in Eh: 0.2077 / 0.1967
Spin multiplicity: 5
Max |F| in hartree/bohr: 0.1219
HOMO level (alpha / beta) in eV: -8.07 / -9.31

# 7
C17H14AsNO7PdS2Te | the ωB97M-V functional and the def2-TZVPD basis

Geometry as XYZ:
```
44
C17H14AsNO7PdS2Te (the ωB97M-V functional and the def2-TZVPD basis)
H 6.0048 -1.8074 -2.5168
O 0.6675 0.7472 -2.0832
C 1.6547 -2.2678 3.9957
O 3.3540 3.2046 0.5725
Te -1.6649 -0.3583 -1.3950
As 2.4286 2.2573 -0.3585
H 6.8165 0.1324 -1.2180
C 3.8202 -1.8573 2.3975
H -4.4304 -1.5727 -2.0766
C -5.9854 -0.7942 -0.8224
C 3.0649 -0.2877 -1.8542
C 1.5376 -1.4941 2.8366
C 5.3065 -1.0818 -2.1249
C -4.6840 -0.9046 -1.2665
H -6.7648 -1.3831 -1.2823
C 5.7590 0.0063 -1.3932
O 0.9213 2.1246 0.3671
C 3.9542 -2.6562 3.5028
H 2.9336 -3.4540 5.2240
C -3.6677 -0.1578 -0.6641
O 2.1985 3.1836 -1.8475
H 4.9018 -3.1286 3.7032
H 2.0241 4.0940 -1.5928
H -7.3143 0.1666 0.5517
C -3.9865 0.7114 0.3822
S 1.3592 -0.5408 -2.2701
C -5.2949 0.8347 0.8083
C 4.8641 0.9312 -0.8834
C 2.8529 -2.8471 4.3376
Pd 0.4665 0.1066 0.1903
C 3.9499 -1.2296 -2.3513
O 0.8515 -1.5198 -1.2513
H 4.6207 -1.6357 1.7079
C -6.2938 0.0778 0.2119
O 1.2696 -1.0719 -3.5913
O 2.6134 -0.5404 1.0114
H 5.2014 1.7862 -0.3092
H -5.5463 1.5173 1.6052
N 2.6493 -1.2786 2.0797
C 3.5011 0.7834 -1.1067
H 0.7662 -2.4072 4.5867
S 0.0007 -0.8829 2.3526
H -3.1950 1.2930 0.8433
H 3.5434 -2.0505 -2.9225
```

## Properties
LUMO energy (alpha / beta) in eV: -0.579 / -3.573
M in g mol⁻¹: 717.38
⟨S²⟩: 6.059
HOMO-LUMO gap (alpha / beta) in Eh: 0.2943 / 0.1871
Spin multiplicity: 5
Max |F| in hartree/bohr: 0.0460
HOMO level (alpha / beta) in eV: -8.59 / -8.66

# 8
C3H14N2O2 | the ωB97M-V functional and the def2-TZVPD basis

Geometry as XYZ:
```
21
C3H14N2O2 (the ωB97M-V functional and the def2-TZVPD basis)
H -0.4788 -1.6234 0.0435
N 0.8489 -1.2071 -1.4697
H 1.2225 -0.3544 -1.9351
H 0.1642 -1.5757 -2.1897
C 0.1637 -0.7855 -0.2298
H -0.5061 1.2986 -0.6402
C -0.8481 0.3340 -0.2293
H -4.8326 2.0115 -1.0322
H -2.3646 -0.9336 -0.5204
H 0.9659 0.2489 1.3607
H 1.0248 -1.5039 1.6945
H 2.1928 -0.8741 0.5900
N -2.0931 -0.0767 -0.9870
H -2.9031 0.4618 -0.6752
C 1.1889 -0.7163 0.9301
O 5.6860 0.6011 1.7770
H 5.9072 0.5442 0.8387
H -1.0084 0.4856 0.8829
H 4.7211 0.5204 1.6211
H -4.7605 1.5545 0.5221
O -4.2906 1.5899 -0.3520
```

## Properties
LUMO energy in eV: 0.501
M in g mol⁻¹: 110.16
HOMO-LUMO gap in Eh: 0.3565
Energy above the lowest of the compared OMol25 structures with the same formula, charge and spin in kJ/mol: 143.0
Spin multiplicity: 1
Max |F| in hartree/bohr: 0.0395
HOMO level in eV: -9.20
SMILES: C[C@H](N)CN.O.O